[1]
The following is a quantum chemistry calculation of a cluster of 18 separate species, BrH34O17 in total at a distorted geometry, from OMol25.

As for the orbital gap: 9.39 eV. As for the lowest unoccupied orbital energy: 2.245 eV. For the calculated total energy, the calculation gives -105405.2199 eV.

Structure (ORCA input):
```
! RIJCOSX wB97M-V def2-TZVPD def2/J DEFGRID3
* xyz -1 1
Br -0.020 -0.262 -0.371
O 3.532 1.032 -2.432
H 3.605 1.754 -3.056
H 3.591 0.243 -2.970
O 3.634 -0.884 0.188
H 4.031 -0.921 -0.682
H 2.744 -0.567 0.033
O -2.591 -2.544 3.995
H -2.567 -2.524 3.038
H -3.347 -3.093 4.205
O -1.899 -1.774 -2.458
H -1.487 -2.638 -2.487
H -1.292 -1.236 -1.950
O 0.121 -1.591 3.303
H 0.315 -2.464 2.961
H 0.531 -0.993 2.678
O 0.963 -1.335 -3.505
H 0.971 -0.622 -4.144
H 0.871 -0.897 -2.658
O 0.946 2.500 -2.113
H 1.462 2.169 -2.847
H 0.786 1.731 -1.566
O 4.221 2.043 0.513
H 4.411 2.477 -0.319
H 3.288 1.834 0.467
O -4.804 -0.708 -1.840
H -5.287 0.117 -1.790
H -4.864 -1.075 -0.958
O -2.623 0.931 1.667
H -2.017 0.772 0.943
H -2.700 1.884 1.711
O 2.025 -3.474 -1.398
H 2.338 -2.702 -1.870
H 1.194 -3.197 -1.011
O 0.962 4.911 -0.259
H 1.548 4.347 0.246
H 0.326 5.231 0.381
O 2.954 -0.876 3.783
H 2.633 -1.585 3.225
H 3.299 -1.319 4.558
O -1.282 4.037 -1.615
H -1.711 3.182 -1.661
H -1.813 4.539 -0.996
O -2.318 -2.320 1.277
H -2.116 -3.193 0.941
H -1.599 -1.771 0.964
O 1.664 2.287 1.058
H 1.110 2.501 1.809
H 1.122 1.713 0.516
O -5.057 -1.829 0.459
H -4.171 -1.902 0.814
H -5.630 -1.939 1.218
*
```

[2]
The following is a quantum chemistry calculation of the molecule C5H5N, from OMol25.

As for the orbital gap: 10.49 eV. As for the structure (SMILES): c1ccncc1. As for the lowest unoccupied orbital energy: 1.004 eV. For the calculated total energy, the calculation gives -6755.6099 eV. The calculation puts the energy above the lowest of the compared OMol25 structures with the same formula, charge and spin at 28.7 kJ/mol.

Structure (ORCA input):
```
! RIJCOSX wB97M-V def2-TZVPD def2/J DEFGRID3
* xyz 0 1
C -0.194 1.167 -0.104
C -1.241 0.266 -0.192
C -0.961 -1.062 0.078
N 0.263 -1.587 0.077
C 1.276 -0.727 -0.051
C 1.097 0.656 -0.021
H -0.413 2.222 0.033
H -2.280 0.548 -0.306
H -1.777 -1.646 0.461
H 2.281 -1.150 -0.077
H 1.950 1.313 0.103
*
```

[3]
The following is a quantum chemistry calculation of a cluster of 3 separate species, C10H6Br3O2 in total at a distorted geometry, from OMol25.

As for the orbital gap: 5.06 eV. As for the lowest unoccupied orbital energy: 1.044 eV. For the calculated total energy, the calculation gives -224688.0085 eV.

Structure (ORCA input):
```
! RIJCOSX wB97M-V def2-TZVPD def2/J DEFGRID3
* xyz -1 1
C 1.736 0.542 -2.339
C 0.743 1.591 -2.515
C 1.522 -0.289 -1.281
C -0.461 1.626 -1.860
C 0.367 -0.297 -0.557
C -0.707 0.607 -0.952
C -1.193 0.164 3.693
C -0.410 0.946 3.065
C -0.567 -2.172 0.806
C 0.156 -1.109 0.626
O 0.295 1.707 2.584
O -1.410 -2.837 1.301
Br -2.459 0.244 -0.401
Br -0.869 -3.133 -2.646
Br 1.808 -0.977 2.215
H 2.529 0.378 -2.999
H 0.940 2.231 -3.332
H 2.106 -1.191 -1.327
H -1.153 2.425 -2.170
H -0.678 -0.259 4.543
H -2.295 -0.197 3.548
*
```

[4]
The following is a quantum chemistry calculation of a cluster of 2 separate species, C3H7IN2O in total at a distorted geometry, from OMol25.

As for the orbital gap: 9.35 eV. As for the structure (SMILES): CN/N=C\I.C=O. As for the lowest unoccupied orbital energy: 0.444 eV. For the calculated total energy, the calculation gives -16349.8426 eV. The calculation puts the energy above the lowest of the compared OMol25 structures with the same formula, charge and spin at 46.9 kJ/mol.

Structure (ORCA input):
```
! RIJCOSX wB97M-V def2-TZVPD def2/J DEFGRID3
* xyz 0 1
C -1.855 0.869 0.411
N -0.423 0.893 -0.029
N 0.535 0.509 0.786
C 1.731 0.755 0.715
I 2.776 2.059 -0.716
H -1.897 1.568 1.272
H -2.044 -0.163 0.645
H -2.562 1.157 -0.399
H -0.249 1.847 -0.437
H 2.404 0.414 1.544
C 0.446 -2.395 -0.943
O 1.285 -2.708 -0.166
H -0.126 -1.493 -1.140
H -0.021 -3.312 -1.543
*
```

[5]
The following is a quantum chemistry calculation of the molecule C29H28N4O4 at a distorted geometry, from OMol25.

As for the orbital gap: 7.88 eV. As for the structure (SMILES): CN(Cc1ccccc1)c1ccc([C@@H](CC(N)=O)NC(=O)Cc2cccc3ccccc23)cc1[N+](=O)[O-]. As for the lowest unoccupied orbital energy: -0.279 eV. For the calculated total energy, the calculation gives -44677.1590 eV. The calculation puts the energy above the lowest of the compared OMol25 structures with the same formula, charge and spin at 360.0 kJ/mol.

Structure (ORCA input):
```
! RIJCOSX wB97M-V def2-TZVPD def2/J DEFGRID3
* xyz 0 1
C 3.519 2.354 -0.921
N 2.710 1.167 -1.036
C 3.378 0.013 -1.594
C 4.672 -0.290 -0.873
C 5.777 -0.736 -1.585
C 6.953 -1.057 -0.929
C 7.036 -0.930 0.446
C 5.938 -0.481 1.162
C 4.760 -0.166 0.508
C 1.377 1.170 -0.774
C 0.487 0.348 -1.498
C -0.872 0.447 -1.353
C -1.449 1.382 -0.487
C -2.947 1.435 -0.293
C -3.692 1.891 -1.556
C -5.181 1.598 -1.409
N -5.812 2.366 -0.496
O -5.750 0.751 -2.060
N -3.408 0.123 0.112
C -3.649 -0.191 1.404
O -3.780 0.643 2.274
C -3.757 -1.693 1.648
C -2.806 -2.472 0.782
C -3.292 -3.388 -0.117
C -2.437 -4.108 -0.963
C -1.089 -3.901 -0.912
C -0.541 -2.968 -0.007
C 0.850 -2.749 0.062
C 1.376 -1.842 0.937
C 0.528 -1.107 1.777
C -0.826 -1.301 1.740
C -1.404 -2.237 0.854
C -0.606 2.167 0.264
C 0.782 2.048 0.160
N 1.530 2.731 1.162
O 2.549 2.199 1.575
O 1.081 3.772 1.605
H 4.046 2.412 0.037
H 2.894 3.243 -1.025
H 4.258 2.348 -1.723
H 3.583 0.165 -2.664
H 2.726 -0.857 -1.488
H 5.718 -0.835 -2.661
H 7.806 -1.403 -1.495
H 7.954 -1.176 0.959
H 5.997 -0.375 2.235
H 3.915 0.198 1.073
H 0.877 -0.356 -2.214
H -1.504 -0.202 -1.942
H -3.175 2.101 0.546
H -3.328 1.342 -2.425
H -3.528 2.956 -1.717
H -5.309 2.970 0.129
H -6.775 2.163 -0.282
H -3.315 -0.625 -0.559
H -3.568 -1.871 2.709
H -4.785 -1.997 1.438
H -4.356 -3.564 -0.179
H -2.858 -4.823 -1.655
H -0.420 -4.450 -1.561
H 1.495 -3.324 -0.589
H 2.444 -1.692 0.995
H 0.954 -0.390 2.462
H -1.458 -0.731 2.402
H -0.996 2.864 0.991
*
```

- What is the lowest unoccupied orbital energy in the fifth record?
  -0.279 eV

What did the fifth record say?
The following is a quantum chemistry calculation of the molecule C29H28N4O4 at a distorted geometry, from OMol25.

As for the orbital gap: 7.88 eV. As for the structure (SMILES): CN(Cc1ccccc1)c1ccc([C@@H](CC(N)=O)NC(=O)Cc2cccc3ccccc23)cc1[N+](=O)[O-]. As for the lowest unoccupied orbital energy: -0.279 eV. For the calculated total energy, the calculation gives -44677.1590 eV. The calculation puts the energy above the lowest of the compared OMol25 structures with the same formula, charge and spin at 360.0 kJ/mol.

Structure (ORCA input):
```
! RIJCOSX wB97M-V def2-TZVPD def2/J DEFGRID3
* xyz 0 1
C 3.519 2.354 -0.921
N 2.710 1.167 -1.036
C 3.378 0.013 -1.594
C 4.672 -0.290 -0.873
C 5.777 -0.736 -1.585
C 6.953 -1.057 -0.929
C 7.036 -0.930 0.446
C 5.938 -0.481 1.162
C 4.760 -0.166 0.508
C 1.377 1.170 -0.774
C 0.487 0.348 -1.498
C -0.872 0.447 -1.353
C -1.449 1.382 -0.487
C -2.947 1.435 -0.293
C -3.692 1.891 -1.556
C -5.181 1.598 -1.409
N -5.812 2.366 -0.496
O -5.750 0.751 -2.060
N -3.408 0.123 0.112
C -3.649 -0.191 1.404
O -3.780 0.643 2.274
C -3.757 -1.693 1.648
C -2.806 -2.472 0.782
C -3.292 -3.388 -0.117
C -2.437 -4.108 -0.963
C -1.089 -3.901 -0.912
C -0.541 -2.968 -0.007
C 0.850 -2.749 0.062
C 1.376 -1.842 0.937
C 0.528 -1.107 1.777
C -0.826 -1.301 1.740
C -1.404 -2.237 0.854
C -0.606 2.167 0.264
C 0.782 2.048 0.160
N 1.530 2.731 1.162
O 2.549 2.199 1.575
O 1.081 3.772 1.605
H 4.046 2.412 0.037
H 2.894 3.243 -1.025
H 4.258 2.348 -1.723
H 3.583 0.165 -2.664
H 2.726 -0.857 -1.488
H 5.718 -0.835 -2.661
H 7.806 -1.403 -1.495
H 7.954 -1.176 0.959
H 5.997 -0.375 2.235
H 3.915 0.198 1.073
H 0.877 -0.356 -2.214
H -1.504 -0.202 -1.942
H -3.175 2.101 0.546
H -3.328 1.342 -2.425
H -3.528 2.956 -1.717
H -5.309 2.970 0.129
H -6.775 2.163 -0.282
H -3.315 -0.625 -0.559
H -3.568 -1.871 2.709
H -4.785 -1.997 1.438
H -4.356 -3.564 -0.179
H -2.858 -4.823 -1.655
H -0.420 -4.450 -1.561
H 1.495 -3.324 -0.589
H 2.444 -1.692 0.995
H 0.954 -0.390 2.462
H -1.458 -0.731 2.402
H -0.996 2.864 0.991
*
```

Please write out number 1 again, unchanged.
The following is a quantum chemistry calculation of a cluster of 18 separate species, BrH34O17 in total at a distorted geometry, from OMol25.

As for the orbital gap: 9.39 eV. As for the lowest unoccupied orbital energy: 2.245 eV. For the calculated total energy, the calculation gives -105405.2199 eV.

Structure (ORCA input):
```
! RIJCOSX wB97M-V def2-TZVPD def2/J DEFGRID3
* xyz -1 1
Br -0.020 -0.262 -0.371
O 3.532 1.032 -2.432
H 3.605 1.754 -3.056
H 3.591 0.243 -2.970
O 3.634 -0.884 0.188
H 4.031 -0.921 -0.682
H 2.744 -0.567 0.033
O -2.591 -2.544 3.995
H -2.567 -2.524 3.038
H -3.347 -3.093 4.205
O -1.899 -1.774 -2.458
H -1.487 -2.638 -2.487
H -1.292 -1.236 -1.950
O 0.121 -1.591 3.303
H 0.315 -2.464 2.961
H 0.531 -0.993 2.678
O 0.963 -1.335 -3.505
H 0.971 -0.622 -4.144
H 0.871 -0.897 -2.658
O 0.946 2.500 -2.113
H 1.462 2.169 -2.847
H 0.786 1.731 -1.566
O 4.221 2.043 0.513
H 4.411 2.477 -0.319
H 3.288 1.834 0.467
O -4.804 -0.708 -1.840
H -5.287 0.117 -1.790
H -4.864 -1.075 -0.958
O -2.623 0.931 1.667
H -2.017 0.772 0.943
H -2.700 1.884 1.711
O 2.025 -3.474 -1.398
H 2.338 -2.702 -1.870
H 1.194 -3.197 -1.011
O 0.962 4.911 -0.259
H 1.548 4.347 0.246
H 0.326 5.231 0.381
O 2.954 -0.876 3.783
H 2.633 -1.585 3.225
H 3.299 -1.319 4.558
O -1.282 4.037 -1.615
H -1.711 3.182 -1.661
H -1.813 4.539 -0.996
O -2.318 -2.320 1.277
H -2.116 -3.193 0.941
H -1.599 -1.771 0.964
O 1.664 2.287 1.058
H 1.110 2.501 1.809
H 1.122 1.713 0.516
O -5.057 -1.829 0.459
H -4.171 -1.902 0.814
H -5.630 -1.939 1.218
*
```

Copy entry 4 word for word.
The following is a quantum chemistry calculation of a cluster of 2 separate species, C3H7IN2O in total at a distorted geometry, from OMol25.

As for the orbital gap: 9.35 eV. As for the structure (SMILES): CN/N=C\I.C=O. As for the lowest unoccupied orbital energy: 0.444 eV. For the calculated total energy, the calculation gives -16349.8426 eV. The calculation puts the energy above the lowest of the compared OMol25 structures with the same formula, charge and spin at 46.9 kJ/mol.

Structure (ORCA input):
```
! RIJCOSX wB97M-V def2-TZVPD def2/J DEFGRID3
* xyz 0 1
C -1.855 0.869 0.411
N -0.423 0.893 -0.029
N 0.535 0.509 0.786
C 1.731 0.755 0.715
I 2.776 2.059 -0.716
H -1.897 1.568 1.272
H -2.044 -0.163 0.645
H -2.562 1.157 -0.399
H -0.249 1.847 -0.437
H 2.404 0.414 1.544
C 0.446 -2.395 -0.943
O 1.285 -2.708 -0.166
H -0.126 -1.493 -1.140
H -0.021 -3.312 -1.543
*
```